*1*
Formula: C2H4NO3
Source: the Open Molecules 2025 dataset
Level of theory: wB97M-V/def2-TZVPD

Computed properties:
gap between HOMO and LUMO (spin up / spin down) = 6.23 / 5.69 eV
highest occupied orbital energy (spin up / spin down) = -1.910 / -1.340 eV
net charge = -1

Geometry (Å):
C: -0.199 0.718 -1.769
C: 0.312 -0.011 1.344
N: 0.059 -1.200 0.429
O: -1.000 -1.791 0.590
O: 0.370 1.722 -2.054
O: 0.640 -0.974 -0.684
H: -1.209 0.656 -2.282
H: 1.288 0.437 1.132
H: -0.441 0.692 0.893
H: 0.180 -0.249 2.402

*2*
Formula: C2H4NO3
Source: the Open Molecules 2025 dataset
Level of theory: wB97M-V/def2-TZVPD

Computed properties:
gap between HOMO and LUMO = 6.80 eV
highest occupied orbital energy = -2.527 eV
SMILES = CC(O)=[N+]([O-])[O-]
net charge = -1

Geometry (Å):
C: 1.285 0.456 -0.038
C: -0.089 -0.205 -0.027
O: -0.031 -1.743 0.100
N: -1.261 0.344 -0.142
O: -2.294 -0.328 -0.023
O: -1.336 1.608 -0.321
H: 1.235 1.308 0.653
H: 1.839 -0.331 0.303
H: 1.566 0.917 -1.024
H: -0.914 -2.026 0.517

We find *2* to be the most stable, with the next structure 2.318 eV higher.

*1*
Formula: C10H12N3O2
Source: the Open Molecules 2025 dataset
Level of theory: wB97M-V/def2-TZVPD

Computed properties:
gap between HOMO and LUMO (spin up / spin down) = 5.88 / 5.88 eV
highest occupied orbital energy (spin up / spin down) = -2.399 / -2.399 eV
SMILES = O=c1ccnc2n1CC1(CCCC1)N2[O-]
net charge = -1

Geometry (Å):
O: -3.514 -2.202 -0.135
C: -3.515 -0.976 -0.033
C: -4.653 -0.111 -0.020
C: -4.485 1.250 0.051
N: -3.303 1.873 0.092
C: -2.263 1.081 0.132
N: -2.320 -0.277 0.109
C: -1.030 -0.916 -0.019
C: 0.024 0.200 -0.100
C: 0.888 0.358 1.172
C: 2.304 -0.050 0.778
C: 2.383 0.420 -0.670
C: 1.046 -0.042 -1.237
N: -0.714 1.452 -0.417
O: -0.147 2.566 -0.095
H: -5.632 -0.559 -0.092
H: -5.347 1.910 0.064
H: -1.043 -1.531 -0.925
H: -0.861 -1.587 0.832
H: 0.500 -0.201 2.023
H: 0.868 1.430 1.400
H: 2.416 -1.137 0.825
H: 3.066 0.406 1.414
H: 2.419 1.509 -0.694
H: 3.239 0.015 -1.214
H: 0.753 0.509 -2.130
H: 1.089 -1.107 -1.478

*2*
Formula: C10H12N3O2
Source: the Open Molecules 2025 dataset
Level of theory: wB97M-V/def2-TZVPD

Computed properties:
gap between HOMO and LUMO = 7.53 eV
highest occupied orbital energy = -4.071 eV
SMILES = CN1N=C[C@@H](C(=O)[O-])[C@]1(C)n1cccc1
net charge = -1

Geometry (Å):
C: 2.557 -0.622 0.455
N: 1.610 0.189 -0.339
N: 2.015 0.698 -1.518
C: 0.908 1.046 -2.166
C: -0.342 0.623 -1.504
C: -1.426 0.016 -2.540
O: -2.168 -0.786 -1.963
O: -1.214 0.210 -3.731
C: 0.159 -0.048 -0.314
C: 0.056 -1.886 -0.528
N: -0.515 0.307 0.888
C: -1.790 -0.096 1.083
C: -2.147 0.389 2.379
C: -1.070 1.211 2.819
C: -0.107 1.090 1.910
H: 2.375 -1.706 0.640
H: 3.549 -0.564 -0.028
H: 2.772 -0.080 1.354
H: 0.992 1.629 -2.990
H: -0.790 1.618 -1.149
H: -0.240 -2.230 0.542
H: 1.005 -2.173 -1.030
H: -0.693 -2.005 -1.261
H: -2.244 -0.591 0.384
H: -3.092 0.297 2.882
H: -0.866 1.725 3.745
H: 0.706 1.738 1.981

We find *1* to be the most stable, with the next structure 0.962 eV higher.

*1*
Formula: C2H5NSi
Source: the Open Molecules 2025 dataset
Level of theory: wB97M-V/def2-TZVPD

Computed properties:
gap between HOMO and LUMO = 10.48 eV
highest occupied orbital energy = -9.870 eV
SMILES = C#CN[SiH3]

Geometry (Å):
C: -1.875 -1.352 -0.464
C: -0.839 -0.796 -0.380
N: 0.526 0.076 -0.798
Si: 1.114 0.705 0.647
H: -2.695 -2.032 -0.153
H: 0.166 0.783 -1.442
H: 1.487 -0.614 1.225
H: 0.051 1.497 1.247
H: 2.064 1.732 0.118

*2*
Formula: C2H5NSi
Source: the Open Molecules 2025 dataset
Level of theory: wB97M-V/def2-TZVPD

Computed properties:
gap between HOMO and LUMO = 7.78 eV
highest occupied orbital energy = -8.887 eV

Geometry (Å):
C: 1.283 -0.124 0.489
C: 1.670 0.554 -0.587
N: 0.859 -0.731 1.466
Si: -2.870 0.632 -0.274
H: 0.767 0.952 -1.058
H: 2.633 0.991 -0.894
H: 0.610 -1.747 1.558
H: -1.777 1.561 -0.322
H: -3.989 1.826 -0.165

We find *1* to be the most stable, with the next structure 0.668 eV higher.

*1*
Formula: C6H31NO8
Source: the Open Molecules 2025 dataset
Level of theory: wB97M-V/def2-TZVPD

Computed properties:
gap between HOMO and LUMO = 9.02 eV
highest occupied orbital energy = -9.109 eV
SMILES = CCCCCCN.O.O.O.O.O.O.O.O

Geometry (Å):
C: 0.758 -1.619 1.140
C: 0.223 -1.821 -0.250
C: -1.087 -1.086 -0.549
C: -0.795 0.442 -0.589
C: -2.103 1.239 -0.808
C: -2.566 1.728 0.561
N: -3.985 2.111 0.688
H: 1.721 -2.112 1.289
H: 0.115 -1.892 1.977
H: 0.954 -0.565 1.275
H: -0.077 -2.864 -0.397
H: 0.960 -1.616 -1.023
H: -1.820 -1.202 0.259
H: -1.650 -1.399 -1.409
H: -0.407 0.639 0.404
H: -0.071 0.629 -1.385
H: -2.783 0.697 -1.461
H: -1.815 2.131 -1.382
H: -2.440 0.925 1.303
H: -1.966 2.538 0.958
H: -4.209 2.603 -0.192
H: -4.623 1.360 0.401
O: 1.987 0.536 3.122
H: 2.882 0.655 3.458
H: 1.666 -0.176 3.689
O: 1.737 -3.932 -1.796
H: 1.692 -3.310 -2.529
H: 2.620 -3.884 -1.434
O: 3.630 0.580 -0.717
H: 2.845 0.051 -0.557
H: 3.405 1.462 -0.406
O: -0.183 2.812 2.020
H: 0.531 2.173 2.146
H: 0.247 3.670 2.094
O: 1.711 1.840 -3.481
H: 1.970 2.541 -2.881
H: 2.539 1.449 -3.772
O: -1.415 1.765 4.411
H: -0.881 1.731 3.603
H: -2.193 2.215 4.062
O: -3.331 -2.912 -1.179
H: -2.619 -3.548 -1.116
H: -3.975 -3.333 -0.595
O: 3.507 -1.598 -2.785
H: 3.804 -1.981 -1.959
H: 3.892 -0.716 -2.792

*2*
Formula: C6H31NO8
Source: the Open Molecules 2025 dataset
Level of theory: wB97M-V/def2-TZVPD

Computed properties:
gap between HOMO and LUMO = 8.96 eV
highest occupied orbital energy = -8.814 eV
SMILES = CCCCCCN.O.O.O.O.O.O.O.O

Geometry (Å):
C: 1.711 -2.392 -1.182
C: 0.239 -2.286 -1.522
C: -0.662 -2.180 -0.291
C: -0.428 -0.898 0.550
C: -0.902 0.375 -0.203
C: -2.224 0.904 0.338
N: -2.133 1.471 1.706
H: 2.075 -1.526 -0.668
H: 2.300 -2.629 -2.125
H: 1.846 -3.185 -0.498
H: -0.080 -3.185 -2.138
H: 0.039 -1.392 -2.202
H: -0.527 -3.017 0.309
H: -1.758 -2.260 -0.543
H: -1.000 -0.980 1.498
H: 0.671 -0.761 0.781
H: -1.062 0.185 -1.278
H: -0.141 1.117 -0.073
H: -2.659 1.726 -0.331
H: -2.985 0.102 0.334
H: -2.024 0.819 2.418
H: -1.318 2.063 1.772
O: 1.041 0.814 3.172
H: 0.771 1.647 2.719
H: 0.205 0.384 3.325
O: -1.042 1.088 -3.511
H: -0.914 1.241 -4.444
H: -0.108 1.038 -3.171
O: 2.919 0.028 1.422
H: 2.808 -0.917 1.303
H: 2.275 0.267 2.135
O: 0.638 2.979 1.621
H: 0.047 3.693 1.334
H: 1.177 2.680 0.825
O: 2.168 1.911 -0.322
H: 2.954 2.433 -0.505
H: 2.435 1.232 0.323
O: -1.171 -0.526 3.848
H: -1.362 -0.281 4.774
H: -1.184 -1.466 3.864
O: -2.480 -1.106 -3.006
H: -1.951 -0.351 -3.221
H: -2.935 -0.825 -2.224
O: 1.477 0.804 -2.640
H: 1.637 1.301 -1.764
H: 1.614 -0.141 -2.509

We find *2* to be the most stable, with the next structure 1.851 eV higher.

*1*
Formula: C2H2ClNS2
Source: the Open Molecules 2025 dataset
Level of theory: wB97M-V/def2-TZVPD

Computed properties:
gap between HOMO and LUMO (spin up / spin down) = 5.45 / 5.45 eV
highest occupied orbital energy (spin up / spin down) = -8.001 / -8.003 eV

Geometry (Å):
C: 0.522 0.095 0.459
C: 0.116 -1.134 0.126
N: -0.011 0.367 -1.900
S: 0.637 1.312 -0.744
S: -0.439 -1.107 -1.501
Cl: -1.569 1.964 1.611
H: 0.729 0.632 1.394
H: 0.016 -2.128 0.555

*2*
Formula: C2H2ClNS2
Source: the Open Molecules 2025 dataset
Level of theory: wB97M-V/def2-TZVPD

Computed properties:
gap between HOMO and LUMO = 7.10 eV
highest occupied orbital energy = -9.043 eV
SMILES = S=NSCl.C#C

Geometry (Å):
S: 3.167 1.915 -1.573
N: 2.459 2.768 -0.438
S: 1.180 3.499 0.102
Cl: -0.247 4.242 -1.232
C: 0.374 -1.051 -0.500
C: 0.500 0.081 -0.071
H: -0.135 -1.974 -0.495
H: 1.079 0.992 -0.003

We find *1* to be the most stable, with the next structure 1.722 eV higher.

*1*
Formula: C5H10ClNO2
Source: the Open Molecules 2025 dataset
Level of theory: wB97M-V/def2-TZVPD

Computed properties:
gap between HOMO and LUMO = 9.49 eV
highest occupied orbital energy = -8.865 eV
SMILES = CC/C=[N+](\[O-])O.C=CCl

Geometry (Å):
C: 2.104 -1.734 0.505
C: 1.350 -0.469 -0.019
C: -0.021 -0.842 -0.381
N: -0.567 -0.310 -1.484
O: -0.166 0.535 -2.315
O: -1.837 -0.955 -1.738
H: 1.615 -2.096 1.384
H: 2.393 -2.634 -0.081
H: 3.041 -1.348 0.905
H: 1.511 0.270 0.906
H: 1.861 0.123 -0.857
H: -0.515 -1.722 0.076
H: -2.066 -0.543 -2.539
C: -1.314 2.154 1.070
C: -1.668 0.888 1.181
Cl: -3.331 0.416 1.400
H: -2.040 2.925 1.241
H: -0.243 2.394 0.990
H: -0.918 0.138 1.105

*2*
Formula: C5H10ClNO2
Source: the Open Molecules 2025 dataset
Level of theory: wB97M-V/def2-TZVPD

Computed properties:
gap between HOMO and LUMO = 10.93 eV
highest occupied orbital energy = -10.949 eV
SMILES = C[C@@H]([N+](=O)[O-])C(C)(C)Cl

Geometry (Å):
C: -0.549 -1.643 -1.237
C: -0.638 -0.116 -0.971
N: -1.992 0.264 -0.406
O: -2.475 1.271 -0.967
O: -2.440 -0.331 0.542
C: 0.559 0.469 0.009
C: 0.339 2.034 0.177
C: 0.573 -0.269 1.282
Cl: 2.096 0.186 -0.904
H: -0.164 -2.187 -0.309
H: 0.160 -1.885 -1.992
H: -1.540 -1.908 -1.699
H: -0.614 0.287 -2.021
H: 0.185 2.516 -0.774
H: 1.258 2.454 0.854
H: -0.572 2.167 0.774
H: 0.810 -1.446 1.177
H: 1.367 0.035 2.073
H: -0.395 -0.187 1.794

We find *2* to be the most stable, with the next structure 1.630 eV higher.